Entry 1:
Formula: C5H8N2
Source: the OMol25 dataset
Level of theory: ωB97M-V/def2-TZVPD

Each line ends with the natural charge from an NBO analysis.
Geometry (Å):
C  0.17  1.87  1.51  -0.62
C  0.22  0.70  0.56  -0.07
C  0.91  0.74  -0.62  -0.10
N  0.63  -0.40  -1.32  -0.52
C  -0.24  -1.18  -0.61  0.29
N  -0.67  -2.41  -1.16  -0.83
C  -0.51  -0.53  0.58  -0.36
H  -0.83  2.32  1.52  0.21
H  0.43  1.63  2.54  0.21
H  0.86  2.64  1.16  0.21
H  1.60  1.49  -0.99  0.21
H  1.00  -0.66  -2.22  0.41
H  -1.03  -3.02  -0.44  0.38
H  -1.40  -2.27  -1.85  0.37
H  -1.15  -0.92  1.36  0.22

Its SMILES is Cc1c[nH]c(N)c1. The value obtained for the HOMO energy is -0.2799 Eh. Its energy is -304.830575 Ha. Its multiplicity is 1. For the HOMO-LUMO gap, the calculation gives 8.6 eV.

---

Entry 2:
Formula: C34H34Cl12N6
Source: the OMol25 dataset
Level of theory: ωB97M-V/def2-TZVPD

Each line ends with the Löwdin spin population.
Geometry (Å):
N  -25.16  -18.41  8.40  0.00
C  -26.03  -18.84  7.48  0.00
C  -25.81  -18.94  6.14  0.00
C  -24.59  -18.41  5.66  0.00
C  -23.61  -18.05  6.60  0.00
C  -23.92  -18.11  7.95  0.00
H  -27.03  -19.07  7.80  0.00
H  -26.58  -19.35  5.52  0.00
H  -24.38  -18.28  4.60  0.00
H  -22.65  -17.66  6.29  0.00
H  -23.17  -17.85  8.67  0.00
N  -23.24  -18.37  13.30  0.67
C  -23.07  -18.99  12.10  0.07
C  -22.02  -18.56  11.32  0.05
C  -21.25  -17.45  11.62  0.00
C  -21.48  -16.80  12.80  0.04
C  -22.55  -17.27  13.60  0.08
H  -23.77  -19.77  11.86  0.01
H  -21.89  -19.08  10.39  0.01
H  -20.54  -16.95  10.97  0.00
H  -21.02  -15.84  12.99  0.00
H  -22.98  -16.91  14.53  0.02
N  -20.31  -21.46  10.30  0.00
C  -21.40  -22.29  10.30  0.00
C  -21.31  -23.63  10.32  0.00
C  -20.03  -24.15  10.42  0.00
C  -18.92  -23.35  10.46  0.00
C  -19.10  -21.96  10.38  0.00
H  -22.43  -21.98  10.27  0.00
H  -22.19  -24.26  10.38  0.00
H  -19.92  -25.21  10.55  0.00
H  -17.96  -23.82  10.62  0.00
H  -18.36  -21.17  10.38  0.00
N  -23.76  -13.63  15.33  0.00
C  -24.00  -12.44  15.90  0.00
C  -25.17  -11.72  15.64  0.00
C  -25.89  -11.97  14.48  0.00
C  -25.52  -13.00  13.61  0.00
C  -24.50  -13.88  14.18  0.00
H  -23.32  -12.07  16.64  0.00
H  -25.45  -10.87  16.23  0.00
H  -26.72  -11.31  14.26  0.00
H  -26.11  -13.32  12.77  0.00
H  -24.13  -14.76  13.66  0.00
N  -27.70  -17.22  13.76  0.01
C  -28.73  -16.38  13.42  0.00
C  -28.71  -15.64  12.21  0.00
C  -27.61  -15.77  11.41  0.00
C  -26.59  -16.74  11.69  0.00
C  -26.76  -17.49  12.86  0.01
H  -29.43  -16.06  14.18  0.00
H  -29.43  -14.84  12.08  0.00
H  -27.53  -15.24  10.47  0.00
H  -25.80  -16.82  10.95  0.00
H  -25.98  -18.18  13.12  0.00
N  -18.29  -13.67  11.94  0.00
C  -17.08  -14.05  11.38  0.00
C  -16.05  -14.43  12.19  0.00
C  -16.19  -14.48  13.58  0.00
C  -17.36  -14.08  14.19  0.00
C  -18.40  -13.70  13.30  0.00
H  -16.93  -13.99  10.32  0.00
H  -15.07  -14.58  11.76  0.00
H  -15.39  -14.72  14.27  0.00
H  -17.45  -14.13  15.27  0.00
H  -19.36  -13.56  13.76  0.00
C  -26.19  -20.70  10.98  0.00
Cl  -26.14  -20.86  12.73  0.00
Cl  -27.82  -21.07  10.23  0.00
Cl  -24.94  -21.62  10.24  0.00
H  -26.02  -19.65  10.73  0.00
C  -18.37  -18.49  13.40  0.00
Cl  -18.00  -17.70  11.79  0.00
Cl  -18.28  -17.31  14.73  0.00
Cl  -17.40  -19.93  13.73  0.00
H  -19.39  -18.86  13.35  0.00
C  -19.64  -14.33  7.48  0.00
Cl  -19.83  -15.55  6.25  0.00
Cl  -17.78  -14.04  7.62  0.00
Cl  -20.26  -14.84  9.13  0.00
H  -20.17  -13.44  7.14  0.00
C  -21.06  -14.80  17.67  0.00
Cl  -20.39  -13.61  16.54  0.00
Cl  -19.92  -15.72  18.65  0.00
Cl  -21.99  -16.03  16.76  0.00
H  -21.76  -14.31  18.35  0.00

As for the total charge: +1. The value obtained for the HOMO energy (spin up / spin down) is -0.4209 / -0.4209 Eh. Its energy is -7166.365120 Ha. Its multiplicity is 2. For the HOMO-LUMO gap (spin up / spin down), the calculation gives 7.5 / 3.6 eV. Its expectation value of S² is 0.76.

---

Entry 3:
Formula: C38H54F24N2O18
Source: the OMol25 dataset
Level of theory: ωB97M-V/def2-TZVPD

Each line ends with the Mulliken charge.
Geometry (Å):
C  -19.83  -1.63  19.82  -0.93
C  -19.84  -1.57  18.31  -0.33
O  -19.21  -0.37  17.82  -0.28
C  -19.96  0.72  17.40  0.42
O  -21.14  0.81  17.63  -0.50
C  -19.17  1.86  16.69  0.78
F  -19.37  1.92  15.35  -0.25
F  -19.52  3.08  17.08  -0.24
F  -17.84  1.74  16.91  -0.24
H  -20.51  -2.43  20.11  0.31
H  -19.99  -0.69  20.37  0.30
H  -18.80  -1.91  20.04  0.28
H  -20.82  -1.74  17.88  0.33
H  -19.32  -2.44  17.90  0.34
C  -20.55  9.93  19.91  -1.04
C  -20.28  10.62  21.23  -0.29
O  -20.18  12.08  21.13  -0.20
C  -20.08  12.87  22.13  0.37
O  -19.92  12.46  23.30  -0.59
C  -20.35  14.36  21.93  0.90
F  -21.66  14.39  21.93  -0.23
F  -19.92  15.11  22.93  -0.22
F  -19.88  14.83  20.71  -0.25
H  -21.22  9.09  20.10  0.32
H  -19.59  9.63  19.49  0.29
H  -21.10  10.58  19.23  0.31
H  -19.41  10.14  21.68  0.30
H  -21.06  10.35  21.95  0.33
C  -25.32  14.44  25.21  -1.17
C  -25.61  13.10  24.66  -0.12
O  -26.95  12.95  24.27  -0.23
C  -27.58  13.67  23.30  0.39
O  -27.09  14.60  22.66  -0.54
C  -28.95  13.10  22.97  0.85
F  -29.04  12.73  21.68  -0.24
F  -29.33  12.10  23.67  -0.23
F  -29.84  14.07  23.15  -0.26
H  -25.68  15.32  24.67  0.32
H  -24.26  14.52  25.43  0.36
H  -25.82  14.56  26.18  0.34
H  -25.41  12.39  25.46  0.25
H  -24.90  12.96  23.85  0.29
C  -14.49  8.65  14.58  -1.06
C  -13.45  9.70  15.04  -0.30
O  -12.14  9.09  15.17  -0.21
C  -10.99  9.86  15.30  0.34
O  -10.97  11.06  15.50  -0.52
C  -9.66  9.03  15.26  0.84
F  -9.11  9.21  14.02  -0.25
F  -8.81  9.50  16.15  -0.21
F  -9.92  7.71  15.42  -0.23
H  -15.04  8.10  15.36  0.29
H  -13.99  8.01  13.85  0.30
H  -15.27  9.12  13.99  0.35
H  -13.59  10.36  15.90  0.38
H  -13.43  10.46  14.26  0.27
C  -26.63  12.84  16.33  -1.15
C  -27.91  12.64  15.50  -0.19
O  -27.76  12.70  14.10  -0.21
C  -28.79  12.96  13.23  0.38
O  -29.96  13.24  13.58  -0.55
C  -28.38  12.82  11.75  0.87
F  -29.30  12.31  10.95  -0.24
F  -28.11  14.01  11.28  -0.25
F  -27.31  12.07  11.67  -0.23
H  -26.17  13.83  16.24  0.33
H  -25.81  12.22  15.99  0.30
H  -26.85  12.74  17.40  0.35
H  -28.64  13.39  15.80  0.31
H  -28.31  11.67  15.79  0.26
C  -13.18  8.40  30.65  -0.91
C  -12.96  9.91  30.33  -0.36
O  -13.93  10.33  29.35  -0.26
C  -13.58  10.28  28.00  0.35
O  -12.58  9.72  27.53  -0.52
C  -14.61  10.92  27.09  0.86
F  -14.17  11.90  26.36  -0.24
F  -15.01  9.98  26.21  -0.26
F  -15.68  11.30  27.79  -0.24
H  -14.00  8.29  31.35  0.29
H  -12.19  8.08  30.98  0.31
H  -13.42  7.86  29.73  0.28
H  -11.95  10.09  29.96  0.33
H  -13.01  10.54  31.22  0.36
C  -21.12  15.03  13.82  -1.05
C  -20.77  15.11  15.33  -0.26
O  -19.58  15.76  15.64  -0.29
C  -18.39  15.12  15.36  0.41
O  -18.25  13.95  15.03  -0.52
C  -17.10  16.01  15.59  0.79
F  -17.41  17.20  16.03  -0.23
F  -16.17  15.45  16.45  -0.24
F  -16.50  16.28  14.44  -0.24
H  -22.18  14.79  13.71  0.35
H  -20.51  14.22  13.41  0.29
H  -20.92  15.95  13.27  0.30
H  -20.80  14.13  15.80  0.31
H  -21.66  15.48  15.84  0.40
C  -21.96  13.07  32.87  -1.14
C  -21.20  14.30  33.43  -0.16
O  -20.99  15.29  32.42  -0.32
C  -19.99  15.21  31.51  0.44
O  -19.02  14.45  31.58  -0.56
C  -20.21  16.05  30.25  0.89
F  -21.40  16.62  30.31  -0.26
F  -19.31  17.01  30.20  -0.25
F  -20.23  15.32  29.23  -0.24
H  -21.31  12.36  32.35  0.30
H  -22.74  13.40  32.20  0.32
H  -22.40  12.45  33.66  0.39
H  -20.23  14.16  33.90  0.33
H  -21.91  14.66  34.17  0.25
C  -25.21  5.65  18.90  -0.88
N  -26.36  6.54  19.23  0.12
C  -25.89  7.76  19.76  -1.00
C  -27.65  6.23  18.99  0.25
O  -28.53  6.95  19.51  -0.62
H  -24.69  5.31  19.80  0.31
H  -24.52  6.19  18.25  0.30
H  -25.58  4.76  18.39  0.27
H  -26.71  8.42  20.03  0.34
H  -25.34  7.60  20.68  0.33
H  -25.27  8.45  19.19  0.31
H  -27.80  5.34  18.37  0.28
C  -22.00  9.06  11.24  -0.84
N  -22.22  8.91  12.71  0.14
C  -21.09  8.42  13.45  -0.98
C  -23.41  8.96  13.30  0.28
O  -23.68  8.67  14.49  -0.65
H  -21.29  9.86  11.01  0.31
H  -22.94  9.23  10.72  0.28
H  -21.57  8.22  10.70  0.33
H  -20.63  7.53  13.02  0.31
H  -20.36  9.23  13.41  0.33
H  -21.29  8.17  14.49  0.29
H  -24.20  9.23  12.58  0.22

Its SMILES is CCOC(=O)C(F)(F)F.CCOC(=O)C(F)(F)F.CCOC(=O)C(F)(F)F.CCOC(=O)C(F)(F)F.CCOC(=O)C(F)(F)F.CCOC(=O)C(F)(F)F.CCOC(=O)C(F)(F)F.CCOC(=O)C(F)(F)F.CN(C)C=O.CN(C)C=O. The value obtained for the HOMO energy is -0.3403 Eh. Its energy is -5340.912512 Ha. Its multiplicity is 1. For the HOMO-LUMO gap, the calculation gives 9.2 eV.